Formula: C2H2FOPr
Source: OMol25
Level of theory: ωB97M-V/def2-TZVPD

Values from the calculation:
Charge: +2
Strongest force on any atom, Eh/bohr: 0.0592
Multiplicity: 3
⟨S²⟩: 2.193
Energy above the lowest of the compared OMol25 structures with the same formula, charge and spin, kcal per mole: 111.2
Orbital gap (alpha / beta), eV: 5.76 / 7.01

Positions of all 7 atoms, in Å:
C (0.63, -0.42, -0.59)
C (1.38, -1.51, -0.46)
O (0.13, 0.63, -0.41)
H (2.17, -1.23, -1.26)
F (0.82, -2.71, -0.45)
Pr (-0.83, 2.66, 1.00)
H (-1.13, 4.22, 2.15)

Atomic partial charges in e from the Mulliken method, atoms 1 to 5:
1. C 0.57
2. C -0.09
3. O -0.52
4. H 0.27
5. F -0.13

=====

Formula: C2H2FeLiO2
Source: OMol25
Level of theory: ωB97M-V/def2-TZVPD

Values from the calculation:
Charge: +2
Strongest force on any atom, Eh/bohr: 0.0634
Multiplicity: 6
⟨S²⟩: 8.771
Energy above the lowest of the compared OMol25 structures with the same formula, charge and spin, kcal per mole: 0.0
Orbital gap (alpha / beta), eV: 9.23 / 6.75

Positions of all 8 atoms, in Å:
O (-1.25, 0.06, 0.37)
C (-2.08, 0.76, -0.10)
C (-2.66, 1.66, -0.85)
O (2.14, 0.21, -0.15)
Li (3.60, 0.37, -1.00)
Fe (0.62, -0.42, 0.38)
H (-2.80, 2.66, -0.45)
H (-3.14, 1.34, -1.77)

Atomic partial charges in e from the Mulliken method, atoms 1 to 5:
1. O -0.51
2. C 0.79
3. C -0.58
4. O -0.65
5. Li 0.93

=====

Formula: C2H2HgO2
Source: OMol25
Level of theory: ωB97M-V/def2-TZVPD

Values from the calculation:
Charge: -1
Strongest force on any atom, Eh/bohr: 0.0861
Multiplicity: 2
⟨S²⟩: 0.761
Energy above the lowest of the compared OMol25 structures with the same formula, charge and spin, kcal per mole: 94.5
Orbital gap (alpha / beta), eV: 6.32 / 5.44

Positions of all 7 atoms, in Å:
H (1.52, 2.00, -0.06)
C (1.06, 1.33, -0.77)
C (0.33, 0.69, -1.51)
H (-0.17, 0.07, -2.23)
O (-1.14, -1.45, 2.46)
O (-1.68, -1.80, 1.11)
Hg (0.08, -0.84, 1.00)

Atomic partial charges in e from the Mulliken method, atoms 1 to 5:
1. H 0.36
2. C -0.21
3. C -0.52
4. H 0.36
5. O -0.61

=====

Formula: C2H2I3NO
Source: OMol25
Level of theory: ωB97M-V/def2-TZVPD

Values from the calculation:
Strongest force on any atom, Eh/bohr: 0.0520
Multiplicity: 1
Energy above the lowest of the compared OMol25 structures with the same formula, charge and spin, kcal per mole: 52.9
Orbital gap (alpha / beta), eV: 7.43 / 6.60

Positions of all 9 atoms, in Å:
C (0.60, -1.31, 0.64)
C (0.67, 2.04, -1.52)
N (0.98, -2.35, 1.09)
O (0.34, -0.49, -0.16)
I (4.91, 2.08, -0.68)
I (-0.22, 3.22, -3.16)
I (2.07, 2.93, -0.33)
H (0.56, 0.96, -1.52)
H (0.85, -2.68, 2.05)

Atomic partial charges in e from the Mulliken method, atoms 1 to 5:
1. C 0.48
2. C -0.62
3. N -0.40
4. O -0.42
5. I -0.23

=====

Formula: C2H2IN
Source: OMol25
Level of theory: ωB97M-V/def2-TZVPD

Values from the calculation:
Strongest force on any atom, Eh/bohr: 0.0870
Multiplicity: 1
Energy above the lowest of the compared OMol25 structures with the same formula, charge and spin, kcal per mole: 122.2
Orbital gap (alpha / beta), eV: 5.40 / 5.39

Positions of all 6 atoms, in Å:
C (0.66, -1.67, 0.20)
C (-0.02, 1.26, 0.05)
N (0.88, -2.79, 0.09)
I (-2.09, 0.91, 0.05)
H (0.41, 0.25, 0.22)
H (0.18, 2.03, -0.61)

Atomic partial charges in e from the Mulliken method, atoms 1 to 5:
1. C -0.42
2. C -0.13
3. N -0.35
4. I 0.39
5. H 0.20

=====

Formula: C2H2IN3
Source: OMol25
Level of theory: ωB97M-V/def2-TZVPD

Values from the calculation:
Strongest force on any atom, Eh/bohr: 0.0734
Multiplicity: 1
SMILES: IC1=NC1.N#N
Energy above the lowest of the compared OMol25 structures with the same formula, charge and spin, kcal per mole: 28.4
Orbital gap, eV: 9.83

Positions of all 8 atoms, in Å:
I (-1.11, -1.89, 0.64)
C (-0.79, -0.10, -0.21)
N (-0.56, 0.56, -1.24)
C (-0.85, 1.37, 0.02)
H (-1.67, 1.96, 0.15)
H (-0.03, 1.64, 0.58)
N (2.58, -2.02, 0.52)
N (2.43, -1.52, -0.45)

Atomic partial charges in e from the Mulliken method, atoms 1 to 5:
1. I 0.21
2. C 0.00
3. N -0.42
4. C -0.29
5. H 0.30

=====

Formula: C2H2IN3S
Source: OMol25
Level of theory: ωB97M-V/def2-TZVPD

Values from the calculation:
Strongest force on any atom, Eh/bohr: 0.0678
Multiplicity: 1
Energy above the lowest of the compared OMol25 structures with the same formula, charge and spin, kcal per mole: 127.8
Orbital gap, eV: 8.37

Positions of all 9 atoms, in Å:
C (1.81, -1.21, -0.17)
C (0.46, 0.82, 0.36)
N (0.54, -1.42, -0.30)
N (-0.09, -0.32, 0.01)
N (-2.61, 1.69, -0.26)
S (2.24, 0.36, 0.41)
I (-2.27, -0.11, -0.07)
H (2.37, -2.01, -0.63)
H (-2.46, 2.20, 0.65)

Atomic partial charges in e from the Mulliken method, atoms 1 to 5:
1. C -0.13
2. C -0.08
3. N -0.54
4. N 0.16
5. N -0.56

=====

Formula: C2H2INO3P
Source: OMol25
Level of theory: ωB97M-V/def2-TZVPD

Values from the calculation:
Charge: -1
Strongest force on any atom, Eh/bohr: 0.0611
Multiplicity: 1
SMILES: O=C/N=C\[P@](=O)([O-])I
Energy above the lowest of the compared OMol25 structures with the same formula, charge and spin, kcal per mole: 12.0
Orbital gap, eV: 8.52

Positions of all 10 atoms, in Å:
O (2.79, -0.09, -0.84)
C (1.99, 0.34, 0.01)
N (0.79, 0.92, -0.25)
C (-0.40, 0.67, -0.50)
P (-1.44, -0.81, -0.15)
O (-0.83, -2.11, -0.45)
O (-2.80, -0.49, -0.46)
I (-1.14, -0.33, 2.29)
H (2.17, 0.53, 1.15)
H (-1.13, 1.36, -0.81)

Atomic partial charges in e from the Mulliken method, atoms 1 to 5:
1. O -0.58
2. C 0.24
3. N -0.31
4. C -0.12
5. P 0.80

=====

Formula: C2H2KO2P
Source: OMol25
Level of theory: ωB97M-V/def2-TZVPD

Values from the calculation:
Strongest force on any atom, Eh/bohr: 0.0155
Multiplicity: 1
Energy above the lowest of the compared OMol25 structures with the same formula, charge and spin, kcal per mole: 0.0
Orbital gap (alpha / beta), eV: 3.38 / 3.38

Positions of all 8 atoms, in Å:
P (1.99, 1.00, -0.11)
O (1.45, -0.57, -0.55)
C (0.23, -0.83, 0.14)
H (0.34, -1.03, 1.24)
H (-0.26, -1.72, -0.28)
C (-0.58, 0.44, 0.07)
O (0.23, 1.43, 0.04)
K (-3.40, 1.28, -0.55)

Atomic partial charges in e from the Mulliken method, atoms 1 to 5:
1. P -0.17
2. O -0.45
3. C -0.32
4. H 0.26
5. H 0.26

=====

Formula: C2H2N2
Source: OMol25
Level of theory: ωB97M-V/def2-TZVPD

Values from the calculation:
Strongest force on any atom, Eh/bohr: 0.1310
Multiplicity: 1
Energy above the lowest of the compared OMol25 structures with the same formula, charge and spin, kcal per mole: 113.7
Orbital gap (alpha / beta), eV: 8.21 / 8.21

Positions of all 6 atoms, in Å:
C (-2.31, -0.08, 0.00)
C (0.72, -0.21, 0.00)
N (-0.56, -0.16, 0.00)
N (1.89, 0.04, 0.01)
H (-2.40, 1.02, 0.05)
H (2.65, -0.61, -0.06)

Atomic partial charges in e from the Mulliken method, atoms 1 to 5:
1. C -0.04
2. C 0.45
3. N -0.42
4. N -0.43
5. H 0.16

=====

Formula: C2H2N2O
Source: OMol25
Level of theory: ωB97M-V/def2-TZVPD

Values from the calculation:
Strongest force on any atom, Eh/bohr: 0.0612
Multiplicity: 1
SMILES: N#CC(N)=O
Energy above the lowest of the compared OMol25 structures with the same formula, charge and spin, kcal per mole: 9.6
Orbital gap, eV: 11.82

Positions of all 7 atoms, in Å:
N (2.35, 1.10, -0.09)
C (1.29, 0.68, -0.11)
C (0.14, -0.38, -0.06)
N (-1.15, 0.01, -0.10)
O (0.45, -1.55, -0.09)
H (-1.33, 0.88, 0.29)
H (-1.75, -0.75, 0.16)

Atomic partial charges in e from the Mulliken method, atoms 1 to 5:
1. N -0.32
2. C 0.15
3. C 0.55
4. N -0.42
5. O -0.49

=====

Formula: C2H2N2O
Source: OMol25
Level of theory: ωB97M-V/def2-TZVPD

Values from the calculation:
Strongest force on any atom, Eh/bohr: 0.0321
Multiplicity: 1
SMILES: N=C=CN=O
Energy above the lowest of the compared OMol25 structures with the same formula, charge and spin, kcal per mole: 96.1
Orbital gap, eV: 8.57

Positions of all 7 atoms, in Å:
N (0.89, 0.67, -1.00)
C (0.45, -0.32, -0.46)
C (-0.44, -0.82, 0.39)
N (-1.16, 0.24, 0.99)
O (-0.86, 1.39, 0.76)
H (1.86, 0.68, -1.25)
H (-0.74, -1.84, 0.55)

Atomic partial charges in e from the Mulliken method, atoms 1 to 5:
1. N -0.36
2. C 0.78
3. C -0.77
4. N 0.03
5. O -0.36

=====

Formula: C2H2N2O2
Source: OMol25
Level of theory: ωB97M-V/def2-TZVPD

Values from the calculation:
Strongest force on any atom, Eh/bohr: 0.1041
Multiplicity: 1
Energy above the lowest of the compared OMol25 structures with the same formula, charge and spin, kcal per mole: 191.9
Orbital gap (alpha / beta), eV: 9.67 / 9.78

Positions of all 8 atoms, in Å:
C (-0.33, 0.74, 0.25)
C (-0.42, -0.60, 0.33)
N (-1.63, 1.15, 0.04)
N (-2.34, 0.18, 0.02)
O (-4.58, -0.05, -0.10)
O (-1.71, -0.97, 0.13)
H (0.36, 1.41, 0.48)
H (0.28, -1.52, 0.55)

Atomic partial charges in e from the Mulliken method, atoms 1 to 5:
1. C -0.41
2. C 0.02
3. N -0.43
4. N 0.35
5. O -0.13

=====

Formula: C2H2N2O2S
Source: OMol25
Level of theory: ωB97M-V/def2-TZVPD

Values from the calculation:
Strongest force on any atom, Eh/bohr: 0.0835
Multiplicity: 1
SMILES: C#[N+][S-].O=C=NO
Energy above the lowest of the compared OMol25 structures with the same formula, charge and spin, kcal per mole: 96.1
Orbital gap, eV: 9.00

Positions of all 9 atoms, in Å:
C (2.68, -1.49, 0.06)
N (2.30, -0.38, 0.12)
S (1.76, 1.08, -0.14)
H (3.03, -2.44, 0.23)
O (-0.53, -1.02, -0.32)
C (-1.28, -0.13, -0.21)
N (-2.24, 0.55, 0.02)
O (-2.40, 1.91, 0.01)
H (-3.33, 1.93, 0.23)

Atomic partial charges in e from the Mulliken method, atoms 1 to 5:
1. C -0.06
2. N -0.11
3. S -0.22
4. H 0.41
5. O -0.43

=====

Formula: C2H2N2O2S
Source: OMol25
Level of theory: ωB97M-V/def2-TZVPD

Values from the calculation:
Strongest force on any atom, Eh/bohr: 0.0398
Multiplicity: 1
SMILES: N#CSO.N=C=O
Energy above the lowest of the compared OMol25 structures with the same formula, charge and spin, kcal per mole: 28.9
Orbital gap, eV: 9.68

Positions of all 9 atoms, in Å:
N (-1.54, -1.35, -0.20)
C (-0.50, -1.47, 0.30)
S (1.11, -1.92, 0.67)
O (1.49, -0.35, 0.92)
H (2.06, -0.03, 0.19)
N (-1.01, 1.71, 0.03)
C (-0.25, 1.17, -0.75)
O (0.54, 0.95, -1.58)
H (-1.90, 1.29, 0.41)

Atomic partial charges in e from the Mulliken method, atoms 1 to 5:
1. N -0.42
2. C 0.38
3. S 0.13
4. O -0.46
5. H 0.37

=====

Formula: C2H2N2O2S2
Source: OMol25
Level of theory: ωB97M-V/def2-TZVPD

Values from the calculation:
Strongest force on any atom, Eh/bohr: 0.0256
Multiplicity: 1
SMILES: O=C1NSC(=O)NS1
Energy above the lowest of the compared OMol25 structures with the same formula, charge and spin, kcal per mole: 1.3
Orbital gap, eV: 9.73

Positions of all 10 atoms, in Å:
O (2.77, -0.39, -0.40)
C (1.59, -0.25, -0.16)
N (0.65, -1.22, -0.32)
S (-0.89, -1.29, 0.45)
C (-1.60, 0.25, -0.15)
O (-2.76, 0.37, -0.41)
N (-0.65, 1.22, -0.32)
S (0.89, 1.29, 0.45)
H (0.94, -2.04, -0.83)
H (-0.96, 2.06, -0.85)

Atomic partial charges in e from the Mulliken method, atoms 1 to 5:
1. O -0.52
2. C 0.63
3. N -0.34
4. S -0.05
5. C 0.63

=====

Formula: C2H2N2O3
Source: OMol25
Level of theory: ωB97M-V/def2-TZVPD

Values from the calculation:
Charge: -2
Strongest force on any atom, Eh/bohr: 0.0841
Multiplicity: 1
Energy above the lowest of the compared OMol25 structures with the same formula, charge and spin, kcal per mole: 62.8
Orbital gap (alpha / beta), eV: 7.53 / 4.60

Positions of all 9 atoms, in Å:
C (-2.01, -0.08, 0.08)
C (-0.59, -0.14, -0.26)
N (1.90, 1.19, 0.15)
N (2.59, 0.34, -0.18)
O (3.44, -0.59, 0.00)
O (-2.75, 0.88, -0.39)
O (-2.49, -1.06, 0.71)
H (0.07, 0.63, -0.15)
H (-0.17, -1.16, 0.04)

Atomic partial charges in e from the Mulliken method, atoms 1 to 5:
1. C 0.63
2. C -0.69
3. N -0.39
4. N -0.13
5. O -0.50

=====

Formula: C2H2N2O3
Source: OMol25
Level of theory: ωB97M-V/def2-TZVPD

Values from the calculation:
Strongest force on any atom, Eh/bohr: 0.1479
Multiplicity: 1
SMILES: O=c1ocnn1O
Energy above the lowest of the compared OMol25 structures with the same formula, charge and spin, kcal per mole: 92.0
Orbital gap, eV: 10.46

Positions of all 9 atoms, in Å:
O (-0.77, 0.99, -1.84)
C (-0.46, 0.63, -0.67)
O (-0.20, 1.40, 0.44)
C (0.52, 0.63, 1.28)
N (0.64, -0.53, 0.92)
N (-0.17, -0.54, -0.22)
O (0.31, -1.55, -0.91)
H (0.66, 0.87, 2.49)
H (-0.54, -1.91, -1.49)

Atomic partial charges in e from the Mulliken method, atoms 1 to 5:
1. O -0.61
2. C 0.52
3. O -0.31
4. C 0.12
5. N -0.50

=====

Formula: C2H2N2O3
Source: OMol25
Level of theory: ωB97M-V/def2-TZVPD

Values from the calculation:
Strongest force on any atom, Eh/bohr: 0.0714
Multiplicity: 1
SMILES: [O-][N+]#CO.N=C=O
Energy above the lowest of the compared OMol25 structures with the same formula, charge and spin, kcal per mole: 90.5
Orbital gap, eV: 9.54

Positions of all 9 atoms, in Å:
O (0.66, -0.69, 1.73)
N (1.09, 0.16, 0.95)
C (1.09, 1.09, 0.23)
O (1.50, 2.14, -0.51)
H (0.83, 2.08, -1.20)
N (-1.34, -2.34, -0.53)
C (-1.20, -1.17, -0.56)
O (-1.10, -0.04, -0.95)
H (-1.54, -3.06, 0.15)

Atomic partial charges in e from the Mulliken method, atoms 1 to 5:
1. O -0.64
2. N 0.41
3. C 0.29
4. O -0.43
5. H 0.37

=====

Formula: C2H2N2O3
Source: OMol25
Level of theory: ωB97M-V/def2-TZVPD

Values from the calculation:
Strongest force on any atom, Eh/bohr: 0.1331
Multiplicity: 1
Energy above the lowest of the compared OMol25 structures with the same formula, charge and spin, kcal per mole: 156.1
Orbital gap (alpha / beta), eV: 8.72 / 8.72

Positions of all 9 atoms, in Å:
C (-1.15, 2.16, -0.03)
C (0.29, 0.28, -0.07)
N (-1.64, 3.17, -0.26)
N (-0.09, 0.07, -1.50)
O (0.54, 0.57, -2.39)
O (-1.00, -0.69, -1.63)
O (-0.24, -0.70, 0.67)
H (1.20, 0.90, 0.02)
H (-0.91, -1.17, 0.26)

Atomic partial charges in e from the Mulliken method, atoms 1 to 5:
1. C 0.01
2. C -0.02
3. N -0.33
4. N 1.03
5. O -0.52